# 1
Molecular formula: C27H40F3IN2O5S
Method: DFT, ωB97M-V/def2-TZVPD

Geometry (Å):
C1 6.62199 -6.84855 0.48109
C2 6.04053 -5.46597 0.69654
O1 6.44300 -4.63353 -0.36097
C3 5.63834 -3.47266 -0.53751
C4 4.93921 -3.52019 -1.86949
C5 3.94289 -2.37927 -2.04456
C6 2.50040 -2.79311 -1.67206
C7 1.76038 -1.62578 -0.99584
C8 0.26867 -1.67387 -1.11644
N1 -0.29449 -0.71197 -1.79405
C9 -1.65545 -0.75565 -1.92920
C10 -2.31645 0.27369 -2.63926
C11 -1.51688 1.39389 -3.25100
C12 -1.98406 2.75239 -2.81331
O2 -2.67767 2.99558 -1.90388
I1 -1.23417 4.39717 -4.01513
C13 -3.68459 0.25231 -2.77167
C14 -4.42578 -0.79726 -2.19713
C15 -5.91813 -0.78774 -2.33782
F1 -6.46247 0.32068 -1.81484
F2 -6.50414 -1.83206 -1.75182
F3 -6.27177 -0.80801 -3.63985
C16 -3.79274 -1.80166 -1.51460
C17 -2.39219 -1.79929 -1.36796
N2 -1.80142 -2.80584 -0.65487
C18 -0.50904 -2.73051 -0.53223
C19 0.19700 -3.80329 0.26749
S1 -0.86117 -4.24206 1.69448
C20 -0.08233 -5.73652 2.43025
C21 1.01292 -6.35119 1.57158
H1 6.45630 -7.13914 -0.54961
H2 6.16263 -7.57014 1.14585
H3 7.69241 -6.83308 0.66546
H4 4.95086 -5.55789 0.73930
H5 6.37064 -5.08611 1.66753
H6 4.91746 -3.39606 0.27891
H7 6.29954 -2.60974 -0.46762
H8 4.39899 -4.46547 -1.92077
H9 5.67406 -3.56282 -2.66757
H10 3.94725 -2.02012 -3.06878
H11 4.21038 -1.53170 -1.41634
H12 2.60969 -3.60063 -0.95619
H13 1.96657 -3.14449 -2.54794
H14 2.07753 -0.70878 -1.48192
H15 2.05682 -1.53055 0.04618
H16 -0.46588 1.29874 -2.99638
H17 -1.60542 1.36146 -4.33323
H18 -4.20269 1.02655 -3.31205
H19 -4.35332 -2.60191 -1.06417
H20 1.12756 -3.43011 0.66463
H21 0.35705 -4.66382 -0.36963
H22 0.33042 -5.43451 3.38328
H23 -0.88763 -6.44145 2.57794
H24 1.45500 -7.17844 2.11916
H25 0.61748 -6.71490 0.63156
H26 1.80716 -5.63337 1.39612
C22 -0.60773 4.91895 0.10693
O3 -1.47606 5.95334 0.51058
C23 -2.84298 5.57100 0.54669
C24 -3.56525 6.17972 1.72808
O4 -3.23365 5.62055 2.99091
C25 -1.97005 5.90999 3.56431
C26 -1.80751 7.32177 4.08704
O5 -1.68044 8.26325 3.03580
C27 -2.29986 9.50215 3.29644
H27 -0.68871 4.73717 -0.96989
H28 0.40968 5.23382 0.33817
H29 -0.81463 3.98902 0.64930
H30 -2.94211 4.48172 0.58195
H31 -3.32273 5.92848 -0.37346
H32 -4.62679 5.95425 1.59910
H33 -3.46779 7.26647 1.73474
H34 -1.15245 5.64413 2.89203
H35 -1.90411 5.24736 4.43117
H36 -0.89797 7.36194 4.70116
H37 -2.66574 7.56449 4.72356
H38 -3.30791 9.36830 3.70373
H39 -2.38067 10.03517 2.34994
H40 -1.70576 10.10573 3.99205

Calculated values
E	-2533.9626	Ha
E_LUMO	-0.64	eV
HOMO energy	-8.66	eV
spin multiplicity	1
gap between HOMO and LUMO	8.03	eV
SMILES string	CCOCCCCCc1nc2c(CC(=O)I)cc(C(F)(F)F)cc2nc1CSCC.COCCOCCOC

# 2
Molecular formula: C5H8BaLiO3
Method: DFT, ωB97M-V/def2-TZVPD

Geometry (Å):
C1 -2.10062 0.70904 -1.56035
C2 -2.11574 -0.57086 -2.08833
H1 -2.75108 0.85003 -0.68468
H2 -1.89681 1.54110 -2.25374
H3 -2.04313 -0.80943 -3.15623
Ba1 -0.75982 -2.36475 -0.70140
O1 0.89574 1.54500 1.51241
Li1 -0.27502 1.19424 3.56391
O2 -1.13294 0.89707 1.88823
C3 -0.25905 1.07936 1.03600
O3 -0.29805 0.63009 -0.15376
C4 2.17261 1.18566 0.94450
C5 3.18650 2.16669 1.47797
H4 2.43741 0.16019 1.23383
H5 2.10215 1.17194 -0.15059
H6 2.97980 2.38324 2.53473
H7 4.18616 1.72202 1.38544
H8 3.15260 3.10546 0.90969

Calculated values
E	-453.4553	Ha
E_LUMO (spin up / spin down)	-7.72 / -8.63	eV
HOMO energy (spin up / spin down)	-16.28 / -16.32	eV
spin multiplicity	2
charge	+2
⟨S²⟩	0.75
gap between HOMO and LUMO (spin up / spin down)	8.55 / 7.69	eV
energy relative to the best compared isomer or geometry (same formula, charge and spin)	24.4	kcal/mol

# 3
Molecular formula: C10H16HgINO7Si
Method: DFT, ωB97M-V/def2-TZVPD

Geometry (Å):
C1 0.00138 1.07770 2.78128
Si1 -1.43820 1.22562 1.50352
C2 -1.74057 3.01369 0.93255
C3 -3.00432 0.54658 2.42093
C4 -1.12551 -0.02155 0.01295
O1 -2.11146 -0.15454 -0.71926
O2 0.11049 -0.68475 0.01584
C5 0.88817 -0.78919 -1.15934
C6 0.22416 -0.67537 -2.58865
O3 -0.29602 0.62178 -2.94618
N1 -0.93016 0.42358 -4.17737
O4 -2.09118 0.30700 -4.02167
C7 1.48612 -2.31690 -1.12408
C8 1.31785 -2.83040 0.39950
O5 0.36699 -3.61266 0.70373
O6 2.19615 -2.36943 1.40180
C9 2.24352 0.10912 -1.19350
C10 2.00463 1.66478 -1.13354
O7 0.95507 2.26544 -0.90253
I1 3.77345 2.94281 -1.46101
H1 -0.13355 1.83128 3.63047
H2 0.98820 1.22026 2.21657
H3 -0.05391 0.00858 3.18768
H4 -2.51699 3.12483 0.09805
H5 -0.78476 3.59593 0.67855
H6 -2.19539 3.56753 1.83700
H7 -2.74338 0.14993 3.46537
H8 -3.80248 1.34838 2.56559
H9 -3.48531 -0.33377 1.87145
H10 0.99843 -0.99465 -3.37938
H11 -0.62703 -1.44801 -2.64367
H12 0.85112 -3.01027 -1.76974
H13 2.58638 -2.35439 -1.40348
H14 1.98441 -1.41459 1.57491
H15 2.83877 -0.20455 -0.25909
H16 2.91907 -0.19119 -2.07381
Hg1 0.34587 -5.63863 1.65857

Calculated values
E	-1711.7184	Ha
E_LUMO	-13.02	eV
HOMO energy	-14.90	eV
spin multiplicity	1
charge	+2
gap between HOMO and LUMO	1.88	eV

# 4
Molecular formula: C4H7NOS
Method: DFT, ωB97M-V/def2-TZVPD

Geometry (Å):
C1 -0.48239 -0.25283 -0.83588
C2 1.08931 0.09110 -0.71879
C3 -0.39443 0.85084 0.30996
C4 -0.43430 0.15733 1.55825
H1 -1.96724 -2.29113 -1.23006
H2 -0.79199 0.00948 -1.83866
H3 1.84386 -0.04210 -1.58789
H4 1.54245 -0.55000 0.09180
H5 1.56502 1.18350 0.66773
H6 -1.15503 1.74408 0.11818
H7 -1.46109 -0.17117 1.71440
N1 0.97449 1.28931 -0.08496
O1 0.51484 0.04459 2.29121
S1 -0.84348 -2.06298 -0.45527

Calculated values
E	-684.6828	Ha
E_LUMO	0.47	eV
HOMO energy	-9.34	eV
spin multiplicity	1
gap between HOMO and LUMO	9.81	eV
energy relative to the best compared isomer or geometry (same formula, charge and spin)	78.0	kcal/mol

# 5
Molecular formula: C2H5N3O2
Method: DFT, ωB97M-V/def2-TZVPD

Geometry (Å):
H1 1.61710 -1.46514 -0.68703
N1 2.08938 -0.64132 -0.50155
C1 1.54813 0.40338 -0.04810
N2 0.15425 0.57466 0.16540
O1 -0.37464 1.84163 0.28397
C2 -0.84731 -0.42321 0.01642
N3 -0.42497 -1.46758 0.63699
O2 -1.91287 -0.24113 -0.69020
H2 1.95028 1.30641 0.44987
H3 -1.18624 1.83582 -0.32314
H4 -0.99405 -2.30777 0.24277
H5 -0.02252 -1.31463 1.65144

Calculated values
E	-393.8576	Ha
E_LUMO	0.44	eV
HOMO energy	-9.18	eV
spin multiplicity	1
gap between HOMO and LUMO	9.62	eV
energy relative to the best compared isomer or geometry (same formula, charge and spin)	101.4	kcal/mol
SMILES string	[H]/N=C\N(O)C(N)=O

# 6
Molecular formula: C17H24CsF5N3OSV
Method: DFT, ωB97M-V/def2-TZVPD

Geometry (Å):
N1 2.03906 -0.16781 -0.05660
C1 4.72426 -1.83969 1.01004
O1 5.61631 -1.97002 0.22038
Cs1 2.57415 0.84244 -2.22414
V1 0.48596 0.09481 -0.16272
N2 -0.34664 -1.41868 -1.23137
N3 0.28172 1.87062 -1.36603
C2 0.03552 -2.88797 -1.29709
C3 0.73995 3.25124 -0.92174
C4 1.23650 -3.06477 -2.24035
C5 -1.10930 -3.75530 -1.84522
C6 0.42508 -3.34399 0.10837
C7 0.65889 4.26959 -2.07845
C8 -0.15275 3.67623 0.23329
C9 2.19691 3.18787 -0.43847
H1 0.99072 -2.71537 -3.24973
H2 1.51563 -4.13354 -2.31291
H3 2.10798 -2.50642 -1.85667
H4 -1.98431 -3.76694 -1.17986
H5 -0.77290 -4.79723 -1.94855
H6 -1.43598 -3.41408 -2.83756
H7 1.36425 -2.86533 0.42154
H8 0.56401 -4.44247 0.15701
H9 -0.35022 -3.08113 0.83972
H10 0.94391 3.82633 -3.04167
H11 1.34415 5.11278 -1.87673
H12 -0.35264 4.69561 -2.17959
H13 -1.21010 3.70164 -0.05639
H14 0.11712 4.69769 0.58258
H15 -0.04335 2.98585 1.08230
H16 2.34201 2.40425 0.32598
H17 2.49114 4.15610 -0.01594
H18 2.91208 3.03362 -1.27222
C10 -0.92266 1.87563 -2.16372
H19 -0.96659 0.97443 -2.79809
H20 -1.83175 1.88223 -1.52849
H21 -1.01107 2.73583 -2.85431
C11 -1.66599 -1.15781 -1.77898
H22 -2.44948 -1.84985 -1.41155
H23 -1.99244 -0.15319 -1.49693
H24 -1.70679 -1.19436 -2.89730
F1 -3.55909 -1.12277 5.62745
C12 -2.55203 -0.77538 4.80794
C13 -2.38459 0.56860 4.42739
F2 -3.23584 1.50395 4.89505
C14 -1.33379 0.91693 3.60342
F3 -1.15426 2.23645 3.26735
C15 -0.40012 -0.03004 3.11251
S1 0.97126 0.43846 2.17393
C16 -0.60566 -1.37586 3.52748
F4 0.30430 -2.32468 3.11946
C17 -1.65031 -1.75113 4.34635
F5 -1.80224 -3.03335 4.72981

Calculated values
E	-2762.4902	Ha
E_LUMO (spin up / spin down)	-11.31 / -11.30	eV
HOMO energy (spin up / spin down)	-14.70 / -14.73	eV
spin multiplicity	1
charge	+2
gap between HOMO and LUMO (spin up / spin down)	3.39 / 3.43	eV
energy relative to the best compared isomer or geometry (same formula, charge and spin)	77.0	kcal/mol